Density functional theory data (the ωB97M-V functional and the def2-TZVPD basis) for C28H70F6K3N3O26S6 as an isolated structure at a distorted geometry.

CARTESIAN COORDINATES (ANGSTROEM)
K: -3.3312 1.5046 2.7094
K: -1.0036 -3.1373 0.1945
K: -3.0399 -1.5480 -0.7198
S: -4.0655 -2.3795 2.5447
S: -3.4955 -4.5980 -1.1819
S: -1.7496 -3.9644 -2.5808
S: 0.0544 -0.5612 -0.7278
S: -2.7504 -4.2798 3.1253
S: -1.0150 -0.2328 1.5028
F: -5.5544 -1.7795 2.8106
F: -3.2411 -5.7290 2.5699
F: -1.7915 -1.2608 2.3862
F: -3.9120 -4.5186 0.3972
F: -0.9771 -2.4725 -2.6571
F: -0.4574 -1.1142 -2.1866
O: 3.3675 0.1515 -1.8055
O: 2.9115 4.5753 2.5482
O: -3.9403 -2.3421 1.0958
O: -1.8821 0.9216 1.6267
O: -1.8678 -3.8996 2.0113
O: -4.7282 -4.0917 -1.7111
O: 0.7026 3.5253 -2.7894
O: 0.2912 -0.2378 2.1387
O: -3.1156 -1.5681 3.3107
O: 0.0261 5.6193 -4.5388
O: -1.3664 1.0890 3.7035
O: -1.9653 0.3719 -2.4319
O: 0.1978 0.8879 -0.8987
O: -2.5678 -3.9153 -3.7866
O: -4.4589 -1.3784 -2.4187
O: -3.1398 -5.9830 -1.4217
O: 4.4653 0.9628 -5.1226
O: 1.2475 -1.3958 -0.5758
O: -2.0457 3.4895 2.8196
O: 0.3134 -4.9114 1.2485
O: 1.4279 2.1984 1.8145
O: -0.6265 -4.9189 -2.5324
O: 0.7902 -4.0665 -1.6349
O: -2.1515 -4.5932 4.4546
O: 1.1951 -2.9834 4.8110
O: 2.9632 -2.2770 2.3850
N: -2.3935 -3.5431 -1.0338
N: -1.1822 -1.1702 0.2239
N: -4.3688 -3.7554 3.1958
C: -0.9170 -0.1976 4.1417
C: -5.5586 -0.4585 -2.4178
C: -0.6818 3.7346 -3.1568
C: 0.2068 7.0219 -4.7232
C: -2.8908 0.2954 -3.5342
C: -1.6646 1.7427 -2.1283
C: 2.8517 0.8262 -0.5681
C: 1.2840 -5.3495 0.3216
C: -0.9931 3.4069 3.6860
C: 2.5580 2.2189 2.6387
C: -3.5414 -1.1478 -3.5005
C: 1.0466 -1.9482 3.8296
C: -0.8765 5.2427 -3.4985
C: 0.8501 -4.1564 2.2936
C: 3.8069 1.0321 -2.7619
C: 1.5874 1.6004 0.5491
C: 1.8801 -4.4087 -0.7150
C: 4.4817 0.3713 -6.3740
C: 2.4505 3.5217 3.3978
C: 1.3496 -3.0789 -2.5593
C: 3.5512 -1.6159 1.2858
C: 4.2617 0.1710 -3.9286
C: -0.0940 -3.6724 5.0025
C: 1.9968 5.3650 1.8820
C: 0.9994 2.3807 -2.0050
C: -2.8623 4.6621 2.7646
C: 2.4738 -1.4344 3.4024
C: -0.3047 2.0288 3.5061
H: -0.1028 -0.6232 3.5552
H: -3.7111 1.0110 -3.4780
H: 2.7539 -1.2270 0.6525
H: -3.4249 4.7800 3.6907
H: 3.4711 -0.5665 -4.0669
H: 4.1873 -0.7837 1.5875
H: 5.2710 -0.3800 -6.3489
H: -6.1412 -0.2711 -3.3197
H: -3.5206 4.5616 1.9017
H: -0.6076 -3.9941 4.0965
H: -0.6488 5.8453 -2.6192
H: 3.5608 -0.2107 -6.3357
H: 3.0407 1.7152 -3.1284
H: 2.4323 1.4208 3.3703
H: -2.3310 5.5888 2.5478
H: -0.8110 1.8726 -1.4631
H: 0.5315 -1.1068 4.2932
H: -2.4739 2.3378 -1.7051
H: 2.0618 -5.7730 0.9570
H: 2.5676 1.7719 0.1042
H: 1.3965 3.5891 3.6672
H: 0.8449 -6.1981 -0.2030
H: -1.7200 -0.9247 4.0202
H: 0.8305 7.5296 -3.9874
H: 1.9484 -3.5936 -3.3107
H: 0.5311 7.2502 -5.7385
H: 3.4455 2.1263 2.0128
H: -0.6862 -0.0872 5.2013
H: -1.3118 2.2000 -3.0526
H: -4.0616 -1.2433 -4.4535
H: 3.0334 -1.2752 4.3242
H: 1.4822 6.0251 2.5801
H: 4.1218 -2.3257 0.6869
H: 3.0620 3.4548 4.2977
H: -0.7698 -2.9887 5.5161
H: 0.7312 1.7659 -0.1048
H: 1.5027 -3.3207 2.0409
H: 0.4892 -2.2359 2.9382
H: -0.8311 3.1441 -4.0608
H: 2.5336 -0.0010 0.0664
H: -0.0497 -3.7523 2.7574
H: 0.3987 2.1709 -1.1200
H: -0.2928 4.2154 3.4764
H: -5.2869 0.5173 -2.0151
H: -1.3842 3.5443 -2.3453
H: 4.7255 1.4982 -2.4057
H: 3.7371 1.2855 -0.1285
H: 1.3080 -4.8251 3.0225
H: 2.3217 -3.5200 -0.2640
H: -1.3856 3.4478 4.7021
H: 2.0876 1.5748 -0.7771
H: 1.6640 0.5187 0.6601
H: 0.0108 1.9174 2.4687
H: -6.3490 -0.7684 -1.7341
H: -0.7220 7.5915 -4.6933
H: -2.7619 -1.9096 -3.4948
H: -1.9007 5.4116 -3.8309
H: -2.4786 0.4708 -4.5279
H: 0.3958 2.0326 4.3412
H: 2.7210 -4.7182 -1.3356
H: 1.3059 4.6752 1.3973
H: 0.5602 -2.5175 -3.0591
H: 2.2561 -0.4288 3.0424
H: 5.1674 -0.3864 -3.6896
H: 1.9412 -2.3216 -2.0449
H: 0.8784 1.6222 -2.7785
H: 4.7766 1.1266 -7.1024
H: 2.0451 2.4309 -1.7017
H: 2.5657 6.0008 1.2035
H: 0.0467 -4.6092 5.5417

Output
- Net charge: 0
- LUMO level: -0.0331 Ha
- Kohn-Sham gap: 0.27463 Ha
- 2S+1: 1
- E_tot: -218109.051 eV


Density functional theory data (the ωB97M-V functional and the def2-TZVPD basis) for a 8-piece molecular cluster, C28H70N2O13 overall at a distorted geometry.

CARTESIAN COORDINATES (ANGSTROEM)
O: 9.6156 -2.9292 0.6958
O: 0.3638 9.4125 -4.4061
O: 4.5782 -1.8305 -3.7440
O: 0.9385 9.1805 -1.4390
O: -4.7850 -4.2361 -1.8284
O: 3.3329 -2.5286 -5.9362
O: 3.8634 8.4323 5.5865
O: -3.8585 -1.3634 3.3073
O: 1.1727 8.6787 6.3925
O: 6.6037 -0.6841 0.1178
O: 3.4565 4.4824 -5.6141
O: 2.3068 2.9925 1.4446
O: 3.0231 2.0925 -1.1597
N: -4.4572 -4.5268 -3.1535
N: -2.7764 -0.9632 4.0723
C: 5.2111 -1.3780 -4.9025
C: 9.0054 -1.6133 0.6138
C: -1.1573 -0.1954 6.3634
C: -4.3188 0.3249 5.7417
C: 1.8883 7.4927 6.4911
C: -5.6755 -6.7715 -3.1249
C: 4.2359 -1.4933 -6.0717
C: -0.7408 -1.3772 5.5749
C: -3.6110 -5.0744 -5.9026
C: 0.3294 8.2587 -2.3638
C: -2.2120 -3.3955 -3.2884
C: -4.4573 -5.9749 -3.5943
C: 7.4626 -1.8795 0.3400
C: -3.1380 -6.6779 -2.9153
C: -2.7135 -2.9865 5.5806
C: -4.3069 -1.9947 -3.5266
C: 0.8852 8.2923 -3.7493
C: -1.8955 -1.9893 4.7033
C: -3.3917 1.4127 3.7052
C: 1.7633 1.8545 0.8950
C: -1.9048 0.8043 5.5526
C: 1.6632 1.8785 -0.6880
C: 2.9399 7.4083 5.4281
C: -3.8187 -3.5768 -5.4119
C: -3.6813 -3.4059 -3.8117
C: -3.1213 0.3435 4.7711
C: -1.2683 -2.8527 3.5947
C: -4.5458 -6.0477 -5.1263
H: -1.1454 1.2334 4.8990
H: 5.4442 -0.3181 -4.8012
H: -2.6965 -2.7531 6.6452
H: -0.7556 8.2333 -2.2630
H: 2.9494 -2.3186 -5.0815
H: 0.5207 10.1120 -3.7676
H: -3.4545 -1.4476 2.4405
H: -2.9392 -3.1129 -5.8585
H: 1.9720 8.2095 -3.7372
H: 0.0958 -0.9411 5.0290
H: -2.0356 1.6985 6.1620
H: -5.5001 -7.7940 -3.4592
H: 6.8686 0.0626 0.6599
H: -1.7428 -0.5846 7.1964
H: 0.3536 7.5210 -4.3066
H: 1.8480 9.3500 6.2705
H: -3.6561 -3.2843 5.1213
H: -0.3114 -2.1204 6.2467
H: 4.9366 -1.5263 -2.9070
H: -3.9753 -4.4847 -1.3767
H: -2.5509 -5.3121 -5.8141
H: -5.2450 0.1593 5.1913
H: -0.3944 -3.4278 3.9009
H: -5.3941 -2.0241 -3.4535
H: 9.4160 -0.9831 -0.1751
H: 3.6193 5.2605 -6.1473
H: -4.2540 -1.7620 -2.4630
H: -2.5943 1.6088 2.9883
H: -4.1767 -7.0006 -5.5056
H: 3.9598 8.9481 4.7826
H: 0.5001 9.2663 -0.5893
H: 2.5094 7.6137 4.4480
H: -1.5700 -4.0961 -3.8224
H: 0.6724 7.2551 -2.1121
H: -3.9529 -5.1702 -6.9332
H: 0.9270 2.6016 -1.0391
H: -2.2755 -6.3321 -3.4850
H: 0.7706 1.6991 1.3176
H: 6.0868 -1.9528 -5.2039
H: -3.9670 -1.1874 -4.1752
H: 4.2621 4.3633 -5.1111
H: 2.4540 7.3995 7.4181
H: -1.9326 -3.5678 3.1096
H: -0.8979 -2.2402 2.7726
H: 2.3194 3.6772 0.7718
H: -5.8528 -6.6185 -2.0604
H: 7.3320 -2.6547 -0.4151
H: -0.3212 0.3711 6.7735
H: 4.7791 -1.8084 -6.9626
H: 1.1164 6.7246 6.4441
H: 2.4059 0.9901 1.0621
H: 3.6036 1.5777 -0.5944
H: -1.7893 -2.4247 -3.5474
H: 6.9981 -2.3332 1.2155
H: -3.3778 2.3070 4.3283
H: 3.3277 6.4099 5.2261
H: -4.4965 1.2868 6.2226
H: 10.2040 -2.9332 1.4544
H: -4.7636 -3.2263 -5.8272
H: -3.0104 -6.4272 -1.8622
H: -2.0898 -3.4708 -2.2079
H: -4.3966 1.3838 3.2841
H: 8.9776 -1.1137 1.5822
H: -5.5805 -5.9770 -5.4617
H: -4.3270 -0.4776 6.4793
H: -3.1131 -7.7632 -3.0134
H: -2.0407 -3.8430 5.6223
H: -6.6008 -6.4741 -3.6183
H: 1.3193 0.8646 -0.8929
H: 3.8247 -0.4961 -6.2286

Output
- Net charge: 0
- LUMO level: 0.0025 Ha
- Kohn-Sham gap: 0.29191 Ha
- 2S+1: 1
- E_tot: -59759.263 eV


Density functional theory data (the ωB97M-V functional and the def2-TZVPD basis) for C28H70N3NbO14P as an isolated structure at a distorted geometry.

CARTESIAN COORDINATES (ANGSTROEM)
Nb: -0.7229 -0.8734 -0.9358
P: -0.7258 1.0814 0.7868
O: 4.1676 2.9561 1.8957
O: 5.7889 3.4871 -5.8150
O: 5.1445 3.8980 -2.9642
O: 0.5832 5.6822 2.0013
O: 6.5666 1.2598 1.5823
O: -1.1469 5.5448 4.3919
O: -1.8402 0.8267 2.0767
O: -1.7607 -6.3516 -3.3981
O: -2.5489 -2.9242 -4.3722
O: -1.3784 -9.2717 -3.1951
O: -0.9894 2.5989 -0.0295
O: -7.0710 1.2018 5.7628
O: -6.8110 -0.2800 3.2209
O: -1.6924 -0.7522 -4.2380
N: -1.6282 -2.2426 0.4440
N: 0.7411 1.1613 1.4170
N: 1.1936 -1.4289 -0.1545
C: 6.2051 4.5455 -3.6582
C: 5.4043 2.5197 -2.7338
C: 4.1554 1.5315 1.8553
C: -1.6580 -1.9238 -3.8082
C: -2.5948 -8.5883 -2.9052
C: -2.9367 -2.4187 0.2397
C: -3.8673 -2.4563 1.5610
C: 7.3480 2.3272 2.0974
C: -0.6281 -2.4118 -2.6397
C: -7.2766 -0.0339 6.4307
C: -0.3788 -9.0448 -2.2115
C: -0.6795 -6.3063 -4.3230
C: -8.2262 -0.2556 3.0996
C: -0.2356 6.3966 5.0670
C: -6.2648 1.0140 3.4715
C: -1.5454 6.0653 3.1253
C: 1.2092 -4.0386 -0.3082
C: 5.4484 0.9523 2.4172
C: 1.6648 -2.5563 -0.6742
C: -0.8084 5.3741 1.9835
C: -5.9049 1.1915 4.9416
C: 4.4463 3.0659 -6.0238
C: 4.4433 3.5315 0.6281
C: 5.8662 4.7362 -5.1321
C: -2.7375 -7.3287 -3.7512
C: 1.3657 4.6231 2.5470
C: 2.8439 -2.3873 -1.7803
C: -3.6710 -2.6460 -1.1564
H: 5.3629 -0.1373 2.4462
H: 7.1430 3.9903 -3.5433
H: -2.6487 1.3245 1.8064
H: -2.3059 -0.2175 -1.5143
H: 5.7448 2.0162 -3.6422
H: 1.2037 -4.6526 -1.2861
H: -0.2742 -7.9819 -1.9802
H: 0.5729 -9.4131 -2.5981
H: -6.9551 1.7978 3.1405
H: -4.6221 -1.6071 1.6052
H: 3.9774 1.1720 0.8363
H: 1.4241 3.8008 1.8307
H: 5.3130 3.0681 0.1557
H: 6.6672 5.3101 -5.6068
H: -2.6812 -7.5663 -4.8192
H: -0.6241 -9.5934 -1.2983
H: -5.2056 0.4136 5.2672
H: 2.3727 5.0029 2.7244
H: -2.6172 5.8697 3.0218
H: -7.1945 -0.8814 5.7456
H: -3.4130 -9.2718 -3.1512
H: 3.9874 3.6711 -6.8103
H: -1.2050 5.7431 1.0337
H: 3.5736 3.4237 -0.0250
H: -1.0088 -5.8295 -5.2500
H: 0.0985 0.3113 -2.0800
H: 0.1856 5.8483 5.9115
H: -2.3695 -3.7779 -3.9056
H: -2.6628 -8.3494 -1.8380
H: -8.6926 0.2998 3.9183
H: 3.7313 -1.9376 -1.2300
H: 3.0694 -3.3564 -2.3341
H: -8.5847 -1.2853 3.1227
H: 0.7077 1.0275 2.4436
H: 4.6478 4.5946 0.7692
H: 0.9526 4.2617 3.4933
H: 5.6207 1.3028 3.4414
H: 4.4802 2.0467 -2.3981
H: -5.4145 2.1609 5.0690
H: -5.3533 1.0966 2.8734
H: 6.7272 3.1810 2.3835
H: 0.1163 -5.7021 -3.8861
H: -0.3701 2.6130 -0.8007
H: -3.2512 -2.5904 2.5117
H: 6.1603 2.4106 -1.9517
H: -6.5477 -0.1464 7.2377
H: -0.7609 7.2783 5.4458
H: -4.4877 -3.4280 1.4605
H: -3.7177 -6.8840 -3.5588
H: -0.9938 -3.4323 -2.2586
H: 6.3364 5.5294 -3.1973
H: -0.9668 4.2913 2.0138
H: 3.3211 1.2005 2.4790
H: 1.9521 -4.5107 0.4353
H: 0.3922 -2.4732 -3.1621
H: 0.5810 6.7125 4.4131
H: -1.3941 7.1505 3.0853
H: 7.9233 1.9811 2.9610
H: 8.0440 2.6426 1.3189
H: -3.8558 -1.7016 -1.7601
H: -8.2797 -0.0288 6.8610
H: -0.2874 -7.3042 -4.5385
H: -4.7152 -3.0821 -0.9246
H: 4.9346 5.3010 -5.2484
H: 0.1571 -4.1213 0.1167
H: 4.4658 2.0262 -6.3512
H: -3.1485 -3.4194 -1.8102
H: 2.4585 -1.5683 -2.4896
H: 3.8533 3.1368 -5.1081
H: -8.5073 0.1905 2.1418

Output
- Net charge: -1
- LUMO level: 0.0852 Ha
- Kohn-Sham gap: 0.25347 Ha
- 2S+1: 1
- E_tot: -74135.570 eV


Density functional theory data (the ωB97M-V functional and the def2-TZVPD basis) for C28H72F6O14Y as an isolated structure at a distorted geometry.

CARTESIAN COORDINATES (ANGSTROEM)
Y: -0.6831 -11.3016 6.2325
F: 8.4562 -12.0575 5.0912
F: 1.4323 -7.0230 12.2382
F: 6.9417 -10.4442 5.2248
F: 3.1162 -7.9436 13.0593
F: 1.2001 -8.9375 13.1145
F: 7.5681 -11.5223 6.9608
O: 0.7959 -15.7619 7.9305
O: 14.8603 -8.3818 7.1005
O: 2.6264 -10.2912 11.1929
O: 4.2017 -25.6287 8.9878
O: 11.8507 -7.5958 -1.8357
O: 1.2790 -8.9845 10.0785
O: 6.3369 -17.8922 -0.8123
O: 1.4022 -2.0033 7.1257
O: 10.9504 -15.5554 13.6148
O: 11.7904 -21.8291 8.4287
O: 13.8934 -17.7798 1.0373
O: -0.1093 -8.1740 2.6793
O: 4.7605 -12.3438 5.5045
O: 6.2283 -13.9610 6.0665
C: 10.1893 -22.4453 10.0922
C: 10.3433 -8.8688 -0.4106
C: 0.3930 -8.4234 1.3854
C: 12.8375 -16.9999 1.4195
C: 10.4668 -7.7414 -1.4429
C: 4.4546 -24.7235 8.0119
C: 14.0573 -10.6413 6.9251
C: 11.1737 -14.1860 13.4518
C: 2.0097 -8.1819 12.3844
C: 6.1015 -12.7064 5.3942
C: 7.2652 -11.6545 5.6916
C: 10.6814 -13.8101 12.0732
C: 1.5910 -7.4934 1.2814
C: 13.1222 -15.5365 1.1653
C: 7.4706 -14.5980 6.0079
C: 7.2515 -15.9768 6.7064
C: 0.6731 -17.7658 9.2933
C: 3.9086 -23.3246 8.3439
C: 14.2227 -9.3069 6.2024
C: 5.4088 -17.1323 -0.0342
C: 3.0900 -3.5117 6.4376
C: 3.7116 -10.7345 12.0252
C: 3.6954 -12.2823 12.1272
C: 2.6184 -2.5967 7.5598
C: 0.2239 -17.0804 8.0132
C: 10.8135 -22.8522 8.7399
C: 5.1518 -17.8405 1.2499
C: 2.3269 -8.9028 11.0210
H: 9.8145 -21.4228 10.1368
H: 12.0215 -8.4005 -2.3304
H: 13.5162 -10.5162 7.8629
H: 7.9518 -16.7631 6.4246
H: 4.5637 -17.2128 1.9193
H: 3.1800 -8.4064 10.5584
H: 10.0796 -22.9087 7.9360
H: 9.8720 -7.9556 -2.3309
H: 12.2410 -13.9982 13.5690
H: 4.6768 -10.4407 11.6127
H: 10.6715 -9.8120 -0.8472
H: 10.6513 -13.7037 14.2779
H: 10.9628 -22.5332 10.8551
H: 13.3528 -15.3820 0.1112
H: 13.9106 -15.1058 1.7826
H: 4.4935 -26.5016 8.7148
H: 3.1167 -3.0540 5.4488
H: 5.7209 -16.0966 0.1000
H: 4.5605 -18.7479 1.1273
H: 4.1234 -22.6558 7.5104
H: 4.4205 -22.9091 9.2118
H: 1.0059 -1.5601 7.8794
H: 10.0451 -6.8192 -1.0430
H: 5.5014 -24.7190 7.7083
H: 1.7581 -17.7999 9.3925
H: 13.2752 -8.8818 5.8714
H: 2.8231 -23.2352 8.3872
H: 12.3172 -14.8436 1.4099
H: 11.9097 -17.2868 0.9246
H: 9.3134 -23.0254 10.3829
H: 7.2282 -15.9276 7.7951
H: 15.1888 -7.6821 6.5312
H: 10.9494 -8.6298 0.4632
H: 11.2841 -23.8352 8.7535
H: 10.5438 -12.7326 11.9832
H: 3.3702 -1.8280 7.7387
H: -0.2652 -8.0740 0.5900
H: 14.8669 -9.4186 5.3302
H: 11.3919 -14.1087 11.3023
H: 1.7407 -15.9208 7.8698
H: 0.2402 -17.3352 10.1962
H: 13.4435 -11.2680 6.2781
H: -0.4989 -7.2968 2.6980
H: 2.8485 -12.6766 12.6887
H: 3.6138 -12.7254 11.1347
H: 9.2887 -9.0476 -0.2008
H: 3.6135 -10.3271 13.0314
H: 6.2365 -16.2867 6.4579
H: 2.5344 -3.1352 8.5038
H: 8.1923 -14.0785 6.6382
H: 0.6063 -17.6126 7.1422
H: 0.2549 -18.7704 9.2301
H: -0.8634 -17.0049 8.0241
H: 15.0132 -11.1238 7.1290
H: 1.9969 -7.5661 0.2724
H: 11.5778 -16.0355 13.0694
H: 9.6705 -14.1274 11.8174
H: 14.0987 -17.6936 0.1035
H: 12.6382 -17.0416 2.4903
H: 4.4220 -17.1301 -0.4971
H: 6.1106 -18.1395 1.6735
H: 6.4505 -17.4408 -1.6519
H: 2.3737 -7.7595 1.9918
H: 2.4790 -4.3941 6.2478
H: 4.0926 -3.9020 6.6124
H: 6.2498 -13.0451 4.3688
H: 1.3248 -6.4499 1.4497
H: 4.5909 -12.7498 12.5367
H: 0.7173 -9.4381 1.1543
H: 3.9609 -25.0456 7.0950
H: 7.8297 -14.7813 4.9952
H: 12.2660 -22.0434 7.6228

Output
- Energy above the lowest of the compared OMol25 structures with the same formula, charge and spin: 18.129 eV
- Net charge: +1
- LUMO level: -0.3268 Ha
- Kohn-Sham gap: 0.07424 Ha
- 2S+1: 1
- E_tot: -76191.628 eV


Q: The lowest net charge belongs to which entry?
A: C28H70N3NbO14P


Q: Which value of E_tot does entry 1 give?
A: -218109.051 eV


Q: What is the Kohn-Sham gap in the third record?
A: 0.25347 Ha